Formula: C31H30BF4FeN4PS2
Source: OMol25
Level of theory: the ωB97M-V functional and the def2-TZVPD basis

Results
HOMO energy (spin up / spin down)	-11.13 / -11.12	eV
net charge	+1
energy relative to the best compared isomer or geometry (same formula, charge and spin)	1.854	eV
<S²>	8.772
2S+1	6

Geometry as XYZ:
```
74
C31H30BF4FeN4PS2 (the ωB97M-V functional and the def2-TZVPD basis)
C 1.757 4.256 -0.214
S 0.964 0.046 -1.116
C 5.660 -1.222 -3.033
H -1.578 1.410 -2.790
C 5.778 -1.693 -1.701
C 3.953 -0.239 -1.070
H -5.717 -0.020 -0.627
H 4.904 -1.604 0.268
C -0.863 -4.913 -1.365
C -2.224 2.783 -1.293
H -0.089 1.175 4.103
F -2.051 4.809 2.468
H -4.186 -2.225 1.698
P 2.689 0.293 0.106
C -4.373 -1.730 -0.774
C 4.891 -1.208 -0.742
H -4.937 -0.454 0.855
C -0.680 0.394 2.210
H 0.797 4.819 -0.217
H -4.188 -1.707 -1.874
B -0.671 4.543 2.366
H 0.685 2.364 -0.091
H -3.150 -4.291 -0.278
F -0.155 3.793 3.520
C 1.650 2.848 -0.173
H 5.134 4.541 -0.237
S 2.869 -0.418 1.977
F 0.126 5.682 2.177
F -0.575 3.726 1.162
C -1.238 -3.643 -0.969
H -0.070 1.110 1.674
H 1.678 -2.359 -0.061
C -2.281 -1.314 2.105
C -2.207 -1.423 3.496
N -0.343 -2.700 -0.578
C -3.858 1.871 0.200
N -2.695 0.465 -1.360
H 6.208 -1.689 -3.847
N -3.057 -2.146 -0.172
H -2.744 -2.246 3.946
C -1.304 -0.704 4.254
Fe -1.008 -0.780 -0.458
H -3.143 -3.353 -1.789
C 4.772 -0.194 -3.333
C -4.771 -0.377 -0.227
C 4.069 2.717 -0.139
C -3.085 2.941 -0.181
C -3.729 0.666 -0.507
H -4.502 1.901 1.058
H -5.162 -2.484 -0.567
C -2.715 -3.419 -0.799
H -1.165 -0.971 5.289
N -1.465 -0.460 1.466
H 2.426 -4.740 -0.364
H 4.921 2.048 -0.108
H 6.545 -2.379 -1.341
C 0.477 -5.318 -1.266
H -1.544 3.594 -1.628
H -2.806 -3.267 1.532
C 4.139 4.107 -0.193
C 2.988 4.896 -0.157
C 0.970 -3.105 -0.452
H 0.784 -6.328 -1.607
H 3.303 1.216 -2.532
C -0.645 0.408 3.590
H -1.645 -5.603 -1.725
H -3.090 3.794 0.490
C 1.397 -4.421 -0.670
C -2.126 1.556 -1.891
C 3.925 0.333 -2.336
C 2.796 2.096 -0.079
C -3.160 -2.234 1.326
H 3.084 5.949 -0.066
H 4.653 0.229 -4.338
```

=====

Formula: C31H30BeBrCl13F3Li2O12PS2
Source: OMol25
Level of theory: the ωB97M-V functional and the def2-TZVPD basis

Results
HOMO energy	-7.80	eV

Geometry as XYZ:
```
96
C31H30BeBrCl13F3Li2O12PS2 (the ωB97M-V functional and the def2-TZVPD basis)
H 0.762 -5.420 0.627
Li -2.825 -7.311 -3.048
Cl 5.436 -5.041 1.952
C -2.235 -4.977 1.418
Cl 7.511 -3.095 1.522
C 5.798 -3.323 1.848
O 4.377 1.024 -4.521
O 4.507 4.057 -0.238
H 0.527 -0.752 -1.836
H 0.077 -2.583 0.398
S 1.339 -4.273 3.054
Cl 0.200 6.855 -1.732
H -0.548 2.310 1.110
Be -9.166 -0.214 -1.143
C -4.117 -5.794 2.646
Br -0.729 -7.439 4.388
C -2.464 -2.768 0.300
P 0.457 -5.635 1.970
H 7.405 6.454 -0.523
H -6.415 2.865 1.452
C 1.810 7.036 -2.440
C -4.543 -1.658 0.511
C 7.770 4.847 2.492
H -4.172 1.666 0.657
C -2.434 -4.716 -4.491
H -0.898 0.670 -0.685
C 7.338 6.195 -3.217
H -7.316 0.962 -0.228
C -1.792 -1.594 0.113
Cl -1.004 -5.726 -4.084
H 7.134 5.560 -4.079
O 7.885 5.220 1.295
H 7.566 7.202 -3.567
O 5.425 6.105 -0.122
C -1.093 1.386 1.282
Li 2.661 -1.788 -1.445
Cl 2.799 8.054 -1.387
Cl 5.355 -2.516 3.344
F -2.439 1.896 -0.638
O 5.716 4.883 -1.957
C -2.511 -0.387 0.149
C -7.277 0.425 0.716
C 5.149 4.935 -0.729
H 5.314 6.738 -2.757
O -5.549 -4.469 0.364
C -3.602 -5.025 1.642
C 0.075 -1.720 -1.585
C -2.057 1.615 2.462
H 6.338 7.841 -0.836
H 6.234 4.081 1.878
C -5.926 0.727 1.390
H -5.702 0.007 2.173
O -0.848 -4.362 -0.439
Cl -2.017 -3.637 -5.815
C -4.757 0.806 0.373
H -1.643 1.141 3.348
H -7.461 -0.636 0.571
O 8.549 5.088 3.408
C -3.893 -0.447 0.333
Cl 2.563 5.452 -2.610
C -1.742 -4.067 0.330
H -6.754 1.921 2.941
O 6.648 4.101 2.761
H 0.186 -0.845 0.350
Cl -3.915 -7.431 4.735
C -3.238 -6.507 3.437
H 0.894 -6.942 2.226
H -5.177 -5.829 2.831
H -5.126 2.360 2.572
C 6.432 6.759 -0.906
F -4.101 -5.701 -1.218
H -5.606 -1.716 0.667
O 4.344 2.691 -2.846
H -8.067 0.833 1.346
C -4.454 -4.157 0.767
Cl 1.669 7.799 -4.030
Cl 4.870 -2.595 0.499
Cl -3.758 -5.805 -5.004
H -0.346 0.679 1.624
C 6.153 6.217 -2.285
C -1.341 -5.690 2.196
H 0.854 -2.497 -1.743
H -3.031 1.167 2.323
O 6.135 1.169 -2.891
Cl -2.931 -3.835 -3.090
C -1.877 -6.468 3.233
H -5.176 1.002 -0.611
C -3.821 -2.824 0.514
H -2.167 2.661 2.722
C -0.309 -1.702 -0.095
S 4.688 1.285 -3.113
C -1.724 0.900 -0.014
F -0.954 -1.987 -2.435
H 8.220 5.790 -2.719
O 3.950 0.393 -2.224
C -6.068 2.075 2.112
```

=====

Formula: C31H30Br2F5N3OS3Zr
Source: OMol25
Level of theory: the ωB97M-V functional and the def2-TZVPD basis

Results
HOMO energy	-13.52	eV
net charge	+2
energy relative to the best compared isomer or geometry (same formula, charge and spin)	3.973	eV

Geometry as XYZ:
```
76
C31H30Br2F5N3OS3Zr (the ωB97M-V functional and the def2-TZVPD basis)
Br -0.008 0.751 -6.701
H 1.540 -5.011 -0.877
C 0.928 -4.240 1.002
S 0.230 -3.149 -1.516
C -2.846 2.782 -2.347
H 1.579 -0.861 -4.749
H -0.150 -5.302 -0.563
H -2.450 0.186 2.537
F 4.449 -2.317 -1.200
N -0.359 0.578 2.533
C 3.416 -1.449 -1.135
C -1.830 -3.754 1.475
C 0.641 -4.560 -0.455
H 0.972 -5.172 1.567
C 1.847 4.474 0.158
H 1.715 0.585 2.976
C -0.931 1.195 -2.720
H 2.055 5.834 1.803
Zr 0.119 0.358 0.197
C -1.559 -0.063 3.113
H 0.818 4.407 3.384
H -2.215 -4.286 2.346
C 0.805 -0.339 -2.827
H -2.666 1.859 1.323
C -3.755 3.362 -1.471
H -1.731 -4.480 0.675
N -0.070 0.363 -2.086
F 3.418 1.566 1.581
S -0.189 -3.097 1.847
F 6.167 0.241 -0.226
N -1.829 1.593 -0.541
C 0.451 2.863 1.934
H -1.625 -3.684 -2.937
H -4.402 3.438 0.588
C 0.830 0.019 3.252
H -3.121 -2.108 2.005
H 1.563 2.929 -1.276
C 1.658 4.885 1.472
H 0.965 -1.029 3.011
C 0.859 -0.269 -4.205
C -2.391 -2.156 -1.680
C 1.373 3.238 -0.253
H 1.505 -0.975 -2.297
H -1.622 1.989 -4.593
C -0.393 2.038 2.869
H 2.381 5.108 -0.536
C 3.817 -0.079 -0.965
H -3.740 -3.091 0.699
C 4.137 -0.837 1.142
Br -5.029 4.564 -2.102
H -1.420 -1.139 3.125
F 2.976 0.926 -1.270
C -2.827 -2.659 1.114
S -2.315 -1.366 -0.053
C -0.024 0.585 -4.849
O 1.734 -0.757 0.481
F 4.619 -1.761 1.973
H -2.889 3.031 -3.396
H -1.432 2.376 2.836
H -1.696 0.276 4.145
C 0.964 4.080 2.362
H -1.909 -4.230 -1.300
H -2.108 -1.366 -2.377
H 0.667 0.121 4.329
C -3.704 3.025 -0.125
H -0.069 2.159 3.907
C -1.904 1.898 -1.848
H -3.441 -2.389 -1.867
C 4.214 0.573 1.248
H 1.903 -3.760 1.102
C -2.726 2.142 0.283
C 0.677 2.400 0.631
C -0.931 1.328 -4.092
C -1.534 -3.396 -1.888
C 2.970 -1.126 0.212
C 4.879 0.132 0.084
```